[1]
Below is C45H31AsN7O2S5W as an isolated structure at a distorted geometry, with properties calculated with ωB97M-V with the def2-TZVPD basis set.

## Properties
**Highest occupied orbital energy (alpha / beta)**: -0.15575 / -0.15574 hartree
**LUMO (alpha / beta)**: 1.77 / 1.77 eV
**DFT total energy**: -178536.7525 eV

```
! RIJCOSX wB97M-V def2-TZVPD def2/J DEFGRID3
* xyz -1 1
C 3.917 -0.566 -1.277
N -2.282 -6.164 2.073
C -2.284 5.108 1.205
C -1.143 -3.932 1.408
C -0.992 -2.022 -0.041
C 4.180 3.557 0.795
N 3.108 -0.599 -0.209
H -1.409 -1.483 -0.882
H -3.927 0.705 0.279
C -1.272 1.876 4.038
H -1.018 -1.301 -4.197
C -0.570 0.432 -2.610
H -3.959 4.057 -1.543
C -3.334 4.021 -0.658
H -5.311 -2.624 2.571
C -3.115 5.165 0.096
C 2.577 2.515 -0.762
C -1.685 3.910 1.573
C -4.745 -0.946 1.357
H 1.429 -5.155 -3.286
H -4.195 2.494 -5.940
C -0.089 -3.418 2.150
H -1.408 -1.023 3.277
H -1.020 3.884 2.426
N 0.921 -1.073 -1.895
C 5.172 -1.157 -1.331
S 2.086 0.678 2.118
C -1.547 0.982 -3.567
O -1.766 -1.087 -4.797
H 0.260 -3.951 3.028
C 0.955 1.287 3.295
S 1.324 -2.828 -3.831
N 5.857 2.192 -1.940
N 4.461 4.122 1.761
C 1.491 -2.186 -2.197
C -3.746 -0.031 1.047
H 3.563 -0.001 -2.122
C -2.728 2.827 -0.296
C -1.775 -5.173 1.780
C -2.342 -1.004 2.731
C 5.643 -1.875 -0.263
C -2.106 0.198 -4.588
C 2.181 -4.394 -3.488
C -1.925 2.318 -3.444
C -0.797 2.175 5.299
S 1.193 2.916 0.190
C -2.534 -0.057 1.729
H -2.455 -3.576 -0.259
H -3.578 6.103 -0.188
C -1.607 -3.209 0.307
H 2.495 1.507 4.775
C -2.870 2.872 -4.287
H -1.437 2.914 -2.685
C -0.401 1.446 3.036
C 0.123 -1.491 0.644
H 5.763 -1.020 -2.226
N 5.454 -3.456 2.853
C -3.073 0.756 -5.423
H -5.684 -0.915 0.816
C 3.089 -4.189 -2.293
H -2.327 1.976 3.812
H 3.950 -3.572 -2.552
H 1.292 -1.834 2.415
O -0.477 0.962 -1.455
C -3.337 -1.918 3.038
N 0.111 -0.633 -2.939
C 4.974 2.490 -1.256
H 2.745 -4.665 -4.380
C 4.788 -1.988 0.825
C -3.451 2.076 -5.272
C -4.539 -1.899 2.343
C 1.435 1.607 4.576
C 0.569 2.045 5.557
As -1.013 1.084 1.251
H -3.167 -2.656 3.813
H -3.146 3.915 -4.187
C 3.877 2.853 -0.413
C -1.921 2.757 0.835
S 2.151 1.710 -2.232
C 3.556 -1.358 0.804
H -2.082 6.002 1.782
H 3.430 -5.130 -1.862
H 2.907 -1.479 1.648
W 1.049 0.341 -0.226
H -3.506 0.130 -6.194
H -2.859 1.957 -0.923
H 0.958 2.291 6.539
S 2.117 -3.326 -1.036
H 6.620 -2.339 -0.258
C 5.144 -2.797 1.964
H -1.475 2.510 6.075
C 0.510 -2.222 1.773
*
```

Charges obtained by Löwdin population analysis, quoted in units of e:
1 C -0.1842
2 N 0.1331
3 C -0.0756
4 C -0.2568
5 C -0.1437
6 C -0.2673
7 N -0.1099
8 H 0.0973
9 H 0.0813
10 C -0.1250
11 H 0.0433
12 C -0.4967
13 H 0.0990
14 C -0.0797
15 H 0.1010
16 C -0.0856
17 C -1.1127
18 C -0.1216
19 C -0.0827
20 H 0.0734
21 H 0.0993
22 C -0.0432
23 H 0.1040
24 H 0.0979
25 N -0.2308
26 C -0.0412
27 S 0.6855
28 C -0.0649
29 O 0.0510
30 H 0.1198
31 C -0.6343
32 S 0.9750
33 N 0.1338
34 N 0.1332
35 C -0.8614
36 C -0.0866
37 H 0.0125
38 C -0.1329
39 C -0.1929
40 C -0.1145
41 C -0.0058
42 C -0.2644
43 C -0.5168
44 C -0.0300
45 C -0.0953
46 S 0.6125
47 C -0.3202
48 H 0.1215
49 H 0.0988
50 C -0.0328
51 H 0.1014
52 C -0.0927
53 H 0.1171
54 C -0.4117
55 C -0.3513
56 H 0.1177
57 N 0.1549
58 C -0.0199
59 H 0.1004
60 C -0.4958
61 H 0.1114
62 H 0.0695
63 H 0.0560
64 O -0.3442
65 C -0.0774
66 N -0.0042
67 C -0.2653
68 H 0.0751
69 C -0.2065
70 C -0.0887
71 C -0.0863
72 C -0.1084
73 C -0.0888
74 As 1.2900
75 H 0.1092
76 H 0.0967
77 C -0.3743
78 C -0.3594
79 S 0.6991
80 C -0.2134
81 H 0.1033
82 H 0.0833
83 H 0.0216
84 W 1.0272
85 H 0.1139
86 H 0.0838
87 H 0.0999
88 S 1.0079
89 H 0.1258
90 C -0.1688
91 H 0.0957
92 C -0.1671


[2]
Below is C45H31IrN4O4S as an isolated structure at a distorted geometry, with properties calculated with ωB97M-V with the def2-TZVPD basis set.

## Properties
**Highest occupied orbital energy (alpha / beta)**: -0.15130 / -0.14687 hartree
**LUMO (alpha / beta)**: 1.45 / 1.64 eV
**DFT total energy**: -74994.9779 eV

```
! RIJCOSX wB97M-V def2-TZVPD def2/J DEFGRID3
* xyz -1 2
H 4.041 -1.074 3.108
C 0.232 0.041 5.565
C -2.609 0.517 0.624
H 8.710 -0.288 1.389
H 0.667 0.496 7.614
O -2.667 -4.139 -1.453
C -5.605 0.159 -1.223
C -1.070 -0.755 7.427
H 7.482 1.785 0.809
C 6.964 -1.531 1.232
C 0.005 -0.027 6.933
S -2.063 -2.920 -0.995
N -1.373 0.027 1.011
C -3.194 0.405 -0.581
H 4.937 0.266 -2.011
H 1.061 0.629 5.187
C 5.603 -1.572 0.962
O -0.674 -2.721 -1.432
C 0.742 1.269 -4.726
Ir 0.070 -0.586 -0.229
C -0.383 -0.549 3.177
C -2.501 0.763 2.891
O -2.910 -1.754 -1.762
N 1.701 -0.048 -1.323
C 3.434 -0.465 0.352
H 1.540 3.106 -3.976
C 1.485 3.105 -6.124
H 3.340 0.927 -4.028
H 0.004 -0.435 -5.789
C 6.960 0.837 0.851
C -1.674 -1.341 5.173
C 1.955 -1.458 3.491
H 1.937 -1.775 4.523
C -0.762 0.395 -2.949
C 0.541 0.675 -3.371
H -2.714 0.976 3.927
H -1.985 0.996 -4.771
H -1.249 -0.809 8.494
C -0.604 -0.610 4.660
C 3.860 0.266 -2.021
H -0.698 -2.892 1.860
C -3.265 1.049 1.851
H -5.418 -0.900 -1.365
C -1.296 0.036 2.405
H -2.322 -1.863 4.477
C -6.875 0.674 -1.433
C 3.047 0.603 -3.042
C -1.911 -1.412 6.541
H -8.122 2.427 -1.381
N -1.115 -0.098 -1.769
H 1.297 2.827 -8.247
H 0.333 0.555 -8.024
H 7.490 -2.446 1.476
C 7.649 -0.324 1.177
C 3.006 -0.123 -0.917
H 0.969 -3.497 1.997
C -6.098 2.846 -0.793
O -2.265 -2.653 0.416
C -1.977 0.592 -3.770
C 1.141 2.394 -7.267
C 0.205 -2.879 2.474
H -6.277 3.902 -0.626
C 1.681 0.417 -2.603
C 2.572 -0.832 1.399
C -2.556 -0.341 -1.734
H -2.752 -1.985 6.911
H 5.073 -2.518 0.992
C 0.409 0.566 -5.883
H 1.904 4.100 -6.209
H 5.060 1.697 0.340
H -0.013 -3.285 3.464
H -4.042 0.088 -3.412
C 3.017 -1.124 2.773
N 1.251 -0.976 1.319
C 0.729 -1.439 2.625
C -4.553 0.974 -0.801
C -4.823 2.326 -0.597
C 0.601 1.122 -7.141
C -7.131 2.023 -1.216
C 1.283 2.547 -4.869
H -7.673 0.015 -1.755
H -4.011 2.977 -0.294
H -4.236 1.519 1.875
C 5.598 0.790 0.587
C -3.018 0.155 -3.081
C 4.899 -0.415 0.637
*
```

Charges obtained by Löwdin population analysis, quoted in units of e:
1 H 0.1082
2 C -0.0463
3 C -0.2222
4 H 0.0944
5 H 0.0958
6 O -0.3065
7 C -0.0288
8 C -0.1074
9 H 0.0976
10 C -0.0865
11 C -0.0916
12 S 0.3942
13 N -0.0933
14 C -0.0541
15 H 0.1074
16 H 0.1163
17 C -0.0396
18 O -0.4010
19 C -0.2050
20 Ir 1.4339
21 C -0.0826
22 C 0.0072
23 O -0.1799
24 N -0.0627
25 C -0.0830
26 H 0.1205
27 C -0.0904
28 H 0.1100
29 H 0.1250
30 C -0.0877
31 C -0.0341
32 C -0.0191
33 H 0.1208
34 C -0.2009
35 C -0.0774
36 H 0.1099
37 H 0.1080
38 H 0.0931
39 C -0.1967
40 C -0.0003
41 H 0.0567
42 C 0.0127
43 H 0.1247
44 C -0.2270
45 H 0.1278
46 C -0.0870
47 C 0.0020
48 C -0.0851
49 H 0.0910
50 N -0.0476
51 H 0.0934
52 H 0.0980
53 H 0.0983
54 C -0.1035
55 C -0.2175
56 H 0.0961
57 C -0.0948
58 O -0.3434
59 C 0.0277
60 C -0.1059
61 C 0.0114
62 H 0.0945
63 C -0.2169
64 C -0.2109
65 C -0.4181
66 H 0.0982
67 H 0.1238
68 C -0.0391
69 H 0.0966
70 H 0.1215
71 H 0.0862
72 H 0.1212
73 C 0.0126
74 N -0.0529
75 C -0.4242
76 C -0.1909
77 C -0.0467
78 C -0.0872
79 C -0.1115
80 C -0.0410
81 H 0.0973
82 H 0.1181
83 H 0.1066
84 C -0.0397
85 C 0.0347
86 C -0.2055